The following is a DFT calculation (ωB97M-V with the def2-TZVPD basis set) of a molecular structure, C21H35Cl2N2O4Pb.

```
65
Properties=species:S:1:pos:R:3:forces:R:3
O 1.2044 4.1624 -2.5362 2.5 1.8 -1.3
C 2.2647 4.5534 -3.0372 -2.9 -0.3 0.4
C 2.2624 4.9715 -4.4816 -0.1 0.2 -0.2
C 1.0745 4.8506 -5.2351 0.4 -0.2 -0.1
H 0.1426 4.5523 -4.7424 0.5 0.0 -0.1
C 1.1075 5.0645 -6.6136 0.3 0.2 0.4
H 0.2022 4.9122 -7.1999 0.2 0.1 0.1
C 2.3015 5.4759 -7.2216 0.1 0.0 0.3
H 2.3355 5.6487 -8.2953 0.0 -0.1 0.2
C 3.4512 5.6989 -6.4537 -0.2 0.1 0.1
H 4.3747 6.0473 -6.9160 -0.3 -0.1 0.0
C 3.4241 5.4767 -5.0763 -0.4 -0.5 0.1
H 4.2895 5.6524 -4.4298 -0.1 -0.1 -0.4
H 3.2355 4.6458 -2.4847 -0.6 -0.2 -0.1
C 2.7792 -1.0837 -1.9290 0.5 -0.8 -0.5
C 2.0798 -1.1874 -0.6440 -2.1 1.6 0.8
H 3.4980 -1.9053 -2.0738 0.2 0.0 -0.3
H 3.3179 -0.1298 -2.0457 -0.3 -0.2 0.2
H 2.0213 -1.1451 -2.7323 0.4 0.1 0.1
C 2.1103 -2.0529 0.3539 0.7 -1.1 0.3
C 2.9652 -3.3158 0.4221 0.2 0.1 -0.2
H 1.4903 -1.9550 1.2645 0.0 0.3 -0.5
H 3.5951 -3.4118 -0.4753 -0.1 -0.1 0.3
H 2.3246 -4.2057 0.4903 0.1 0.0 0.0
H 3.6205 -3.3344 1.3051 0.0 0.0 -0.1
Pb 0.2147 0.4357 -0.5556 0.9 -0.9 0.6
Cl -1.0031 -0.7405 -2.5700 -0.5 -0.6 -1.0
Cl 1.9757 2.2729 -0.9082 1.4 0.2 0.5
C -1.5452 -2.6411 0.3835 0.5 1.8 0.4
O -1.3657 -1.5583 0.9638 -0.5 -1.6 -0.7
N -1.9748 -3.7599 1.0007 -0.3 -0.7 0.5
C -2.3449 -3.7454 2.4113 0.1 0.0 -0.3
C -2.0714 -5.0373 0.3173 0.0 0.1 -0.2
H -1.3802 -2.7426 -0.7058 0.1 0.0 0.2
H -2.1117 -2.7559 2.8097 0.0 -0.2 0.0
H -1.7773 -4.5181 2.9528 -0.2 0.2 -0.1
H -3.4240 -3.9434 2.5230 0.3 0.0 0.0
H -1.6701 -4.9274 -0.6969 -0.1 -0.1 0.2
H -3.1140 -5.3855 0.2379 0.2 0.1 0.1
H -1.4971 -5.8189 0.8424 -0.1 0.3 -0.1
H 1.1577 0.9905 5.6137 0.1 -0.1 -0.2
H 1.0272 3.4895 5.1132 0.1 -0.2 -0.2
C 1.8167 0.8690 4.7418 -0.1 0.2 -0.3
C 1.6478 3.3049 4.2234 0.2 0.1 -0.2
N 1.5556 1.9293 3.7698 0.3 0.3 0.9
H 1.6278 -0.0906 4.2525 0.0 0.2 0.1
C 1.1821 1.6791 2.5075 -1.1 -2.8 -1.5
O 0.8441 0.5396 2.0885 1.0 2.5 1.4
H 1.2971 3.9489 3.4100 0.1 0.0 0.2
H 1.1853 2.5567 1.8368 -0.1 -0.2 0.1
H 2.8668 0.9137 5.0752 -0.3 0.0 -0.1
H 2.6781 3.5995 4.4633 -0.1 -0.1 0.0
C -4.3802 0.7313 1.0909 0.6 -0.3 0.4
C -3.8893 1.8643 2.0121 0.1 0.4 -0.8
C -2.3776 1.8897 1.7381 0.1 -0.1 0.2
O -2.1676 1.3914 0.4101 -1.7 0.3 0.8
C -3.3982 0.8186 -0.0851 -0.1 0.2 -0.6
H -4.2509 -0.2335 1.5897 0.0 0.0 0.0
H -5.4268 0.8211 0.7837 0.2 0.1 0.0
H -4.1112 1.7563 3.0738 -0.1 -0.1 -0.1
H -4.3098 2.8135 1.6566 -0.1 -0.1 0.2
H -1.9513 2.9057 1.7796 -0.1 -0.3 0.1
H -1.8622 1.2525 2.4829 0.0 0.1 -0.5
H -3.1503 -0.1421 -0.5584 -0.1 0.2 0.2
H -3.8335 1.4674 -0.8792 0.4 -0.2 0.4
```
Positions in Å, forces in eV/Å.

- Total charge: -1
- LUMO level: 0.0956 hartree
- Relative energy (zero: lowest compared OMol25 entry of this formula, charge and spin): 0.0 kcal per mole
- E_HOMO: -2.400 eV

These are the Löwdin partial charges, in e, on atoms 1 to 6:
1. O -0.11
2. C -0.24
3. C -0.19
4. C -0.02
5. H 0.12
6. C -0.08

***

The following is a DFT calculation (ωB97M-V with the def2-TZVPD basis set) of 2 unconnected molecules or ions with the total composition C21H35Cl3F2I2NO6P2.

```
72
Properties=species:S:1:pos:R:3:forces:R:3
C 2.8536 1.9582 -2.0496 0.4 -0.1 1.0
C 2.5484 1.7046 -0.4239 1.5 0.3 -0.8
C 2.0455 0.1911 -0.0774 2.1 1.3 0.4
Cl 2.5302 -0.9864 -1.4517 -0.6 0.9 1.3
N 0.5875 0.0012 0.2121 0.5 -4.9 2.5
C 0.3129 -1.1411 0.9201 -1.6 0.5 0.3
Cl 1.3256 -2.5166 1.6114 -1.3 3.2 -1.7
C -1.2878 -1.3515 1.1620 -0.3 -1.7 -1.6
F -1.5145 -2.7893 0.7550 1.2 3.3 0.3
C -1.9796 -1.2256 2.6172 0.7 0.5 1.3
I -2.9061 -3.2208 3.0131 -0.3 1.0 0.4
C -0.9507 -0.8866 3.8695 -0.1 -0.4 0.8
C -0.4356 -2.2012 4.7018 1.1 0.6 1.2
C -1.7857 -0.4667 -0.1364 1.8 -1.9 0.2
O -1.2165 -1.3268 -1.2276 -2.5 1.1 -0.3
C -2.2357 -1.7676 -2.1736 0.7 -2.4 -2.1
C -1.3896 -2.4935 -3.4238 0.8 0.0 0.1
C -2.3517 -2.9975 -4.6509 0.6 0.6 -0.3
O -0.6121 -3.6560 -2.8878 0.9 2.0 -0.7
P -3.6339 -0.1394 -0.0255 -0.5 1.2 1.7
C -4.7319 -1.6722 0.1218 -1.0 -1.6 -0.8
C -4.3025 1.2255 -1.1454 -0.5 1.2 -0.6
C -0.6785 0.7519 -0.1506 -1.5 -1.6 -1.3
C -0.7294 1.2378 -1.7215 0.8 1.0 -1.2
C -0.4727 2.8364 -1.9680 -0.3 0.7 -1.4
C -1.8669 3.7557 -1.8673 -0.1 -2.5 0.2
I -1.5942 5.6282 -2.9726 -0.2 -0.9 0.8
P -0.7517 2.2040 1.0576 1.4 2.4 1.7
O 0.5536 1.8770 2.2207 -1.5 0.7 -1.2
Cl -2.4921 2.2851 2.2550 1.0 -0.7 -0.5
H 2.9596 3.1237 -2.1666 -0.2 -2.4 0.0
H 3.8873 1.4299 -2.2787 -2.2 1.3 0.3
H 2.0415 1.4919 -2.7481 1.5 1.2 1.3
H 1.9102 2.5730 0.0310 0.9 -2.0 -0.8
H 3.6271 1.8185 0.0779 -2.5 -0.3 -0.9
H 2.6835 -0.1588 0.8691 -1.9 0.6 -2.1
H -2.8725 -0.4781 2.7229 1.9 -1.4 -1.0
H -1.5566 -0.2066 4.6315 1.3 -1.4 -1.7
H 0.0049 -0.2885 3.5564 -1.9 -1.0 0.2
H -1.2261 -2.5776 5.4991 1.6 0.7 -2.0
H -0.0224 -3.0802 4.0420 -1.1 1.8 1.3
H 0.4961 -1.8297 5.3498 -2.0 -0.8 -1.4
H -2.8637 -0.9256 -2.6876 1.1 -1.3 1.3
H -2.8972 -2.6531 -1.7279 1.2 2.2 -0.8
H -0.5584 -1.7480 -3.8402 -2.1 -1.2 0.9
H -3.3418 -2.3627 -4.6306 1.8 -1.4 -0.2
H -2.5675 -4.1567 -4.6571 0.4 2.5 0.4
H -1.7637 -2.7561 -5.6566 -1.4 -0.5 2.1
H 0.3766 -3.4168 -2.9264 -2.5 -0.5 0.1
H -5.3653 -1.5991 1.1046 1.4 0.1 -1.9
H -4.1427 -2.6935 0.1670 -1.1 2.2 -0.1
H -5.4964 -1.7410 -0.7805 1.7 0.2 1.7
H -4.0161 1.1723 -2.2781 -0.8 0.1 2.0
H -3.9227 2.2701 -0.7103 -0.7 -2.4 -0.9
H -5.4864 1.2620 -0.9956 2.6 -0.3 -0.4
H 0.0792 0.6332 -2.3592 -1.7 1.2 1.7
H -1.7652 0.9947 -2.2635 2.2 0.3 1.7
H 0.3972 3.3104 -1.3477 -1.8 -1.0 -1.1
H -0.1446 2.9391 -3.1119 -0.7 -0.3 2.5
H -2.7155 3.1503 -2.4367 1.9 1.5 1.1
H -2.2447 3.8792 -0.7635 0.9 0.2 -2.2
H 0.9230 2.7477 2.5716 -1.0 -1.4 -0.8
C 7.1282 0.0659 2.5402 1.1 -0.7 0.2
C 5.6766 -0.0082 2.8705 -0.3 -0.2 1.0
O 5.1828 1.2496 2.4693 0.3 -0.1 -0.8
C 5.9924 1.6379 1.4445 0.1 2.2 -2.0
O 5.7235 2.5338 0.6616 0.5 -2.1 1.8
O 7.1403 0.8953 1.3957 -1.1 0.8 -0.2
F 5.4912 -0.1329 4.2038 -0.2 -0.2 0.0
H 7.7199 0.5342 3.3339 -0.3 -0.1 0.1
H 7.5547 -0.9159 2.3174 0.0 0.2 -0.1
H 5.1361 -0.8013 2.3429 0.0 0.0 0.2
```
Positions in Å, forces in eV/Å.

- Total charge: +1
- LUMO level: -0.1761 hartree
- Relative energy (zero: lowest compared OMol25 entry of this formula, charge and spin): 217.5 kcal per mole
- E_HOMO: -10.723 eV

These are the Löwdin partial charges, in e, on atoms 1 to 6:
1. C -0.14
2. C -0.20
3. C -0.54
4. Cl 0.62
5. N -0.06
6. C -0.34

***

The following is a DFT calculation (ωB97M-V with the def2-TZVPD basis set) of a molecular structure, C21H35Cl5O5P2SW.

```
70
Properties=species:S:1:pos:R:3:forces:R:3
W 0.5862 -0.0085 0.2539 0.1 -0.3 0.1
Cl 3.0463 0.6211 0.4471 0.1 0.2 0.0
C 2.2640 1.9287 -0.5214 0.1 0.0 0.3
C 1.1841 1.4104 -1.1380 -0.2 -0.1 -0.1
C -0.1434 3.1767 -1.2677 0.0 -0.1 -0.1
Cl -1.6993 0.1550 -0.6847 -0.2 0.0 0.1
C 0.4073 4.1720 -0.5736 0.1 0.1 0.1
Cl -0.5856 5.2856 0.2895 0.1 -0.1 -0.1
C 1.8669 4.3332 -0.4942 -0.2 0.1 0.0
Cl 2.4384 5.9386 -0.4293 0.0 0.1 0.0
C 2.7302 3.2952 -0.4270 0.1 -0.3 -0.1
Cl 4.4174 3.5133 -0.2419 0.1 0.1 0.0
C -2.0329 2.6878 3.3685 0.0 0.0 0.1
C -3.0024 2.2508 2.2973 0.1 0.0 -0.1
C -4.1924 3.1684 2.1720 -0.1 0.0 0.1
C -3.3598 0.7864 2.3833 0.0 0.0 0.0
O -2.1622 2.4461 1.0094 0.1 0.0 0.1
P -2.3971 2.0762 -0.4382 -0.1 0.0 0.0
O -1.5321 3.0058 -1.3388 0.0 0.0 -0.1
O 0.5296 2.3025 -2.0296 0.0 0.0 0.1
O -3.8434 2.1504 -0.8570 0.0 -0.1 0.0
C -4.6502 1.8385 -2.1700 0.1 0.0 0.0
C -3.7057 1.9765 -3.3386 0.0 0.0 -0.1
C -5.7251 2.8948 -2.1440 0.0 0.0 0.0
C -5.1805 0.4420 -1.9674 0.0 -0.1 0.0
H -2.5289 2.6219 4.3377 0.0 0.0 0.0
H -1.7142 3.7175 3.2111 0.0 0.0 0.0
H -1.1555 2.0386 3.3816 0.0 0.0 0.0
H -4.7464 3.1220 3.1109 0.0 0.0 0.0
H -4.8647 2.8664 1.3693 0.1 0.0 0.0
H -3.8763 4.1990 2.0135 0.0 0.0 0.0
H -3.8881 0.6194 3.3230 0.0 0.0 0.0
H -2.4654 0.1610 2.3811 0.0 0.0 0.0
H -4.0279 0.4815 1.5757 0.0 0.0 0.0
H -3.2987 2.9839 -3.4143 0.0 0.0 0.0
H -4.2796 1.7746 -4.2440 0.0 0.0 0.0
H -2.8882 1.2530 -3.3064 0.0 0.0 0.0
H -5.2942 3.8951 -2.1646 0.0 0.0 0.0
H -6.3588 2.7916 -1.2641 0.0 0.0 0.0
H -6.3484 2.7728 -3.0306 0.0 0.0 0.0
H -4.3835 -0.3024 -1.9430 0.0 0.0 0.0
H -5.8312 0.2003 -2.8092 0.0 0.0 0.0
H -5.7712 0.3763 -1.0542 0.0 0.0 0.0
O 0.2648 -0.6741 2.3724 0.3 0.4 0.0
S 1.1715 0.0909 3.3941 -0.1 -0.1 -0.2
C 0.5505 -0.3989 5.0219 -0.2 0.0 0.0
C 1.7152 -1.0320 5.7783 0.0 0.0 0.0
C 2.4879 -1.8385 4.7378 0.0 0.0 0.0
C 2.6931 -0.8838 3.5652 0.0 -0.1 0.0
H -0.2309 -1.1231 4.7774 0.0 0.0 0.1
H 0.1049 0.4696 5.5026 0.0 0.0 0.0
H 1.3399 -1.6413 6.5989 0.0 0.0 0.0
H 2.3536 -0.2596 6.2117 0.0 0.0 0.0
H 1.9060 -2.7059 4.4195 0.0 0.0 0.0
H 3.4442 -2.1999 5.1120 0.0 0.0 0.0
H 2.8598 -1.3658 2.6022 0.0 0.0 0.0
H 3.4923 -0.1628 3.7483 0.0 0.0 0.0
C 1.2603 -2.6429 -2.0029 0.0 0.0 0.0
P 0.6392 -2.3592 -0.3223 -0.1 0.0 0.0
C 1.7256 -3.3777 0.7217 0.0 0.0 0.0
C -0.9289 -3.2783 -0.2628 0.0 0.0 0.0
H 1.2462 -3.7086 -2.2355 0.0 0.0 0.0
H 2.2828 -2.2732 -2.0864 0.0 0.0 0.0
H 0.6447 -2.1090 -2.7268 0.0 0.0 0.0
H 1.7236 -4.4171 0.3903 0.0 0.0 0.0
H 1.3790 -3.3335 1.7549 0.0 0.0 0.0
H 2.7483 -2.9999 0.6694 0.0 0.0 0.0
H -0.7757 -4.3397 -0.4624 0.0 0.0 0.0
H -1.6200 -2.8861 -1.0108 0.0 0.0 0.0
H -1.3794 -3.1666 0.7243 0.0 0.0 0.0
```
Positions in Å, forces in eV/Å.

- Total charge: +2
- Multiplicity: 3
- LUMO level (alpha / beta): -0.1984 / -0.2110 hartree
- Relative energy (zero: lowest compared OMol25 entry of this formula, charge and spin): 135.0 kcal per mole
- E_HOMO (alpha / beta): -12.802 / -12.429 eV

These are the Löwdin partial charges, in e, on atoms 1 to 6:
1. W 0.73
2. Cl 0.70
3. C -0.59
4. C -0.36
5. C -0.40
6. Cl 0.56

***

Molar mass per entry: 657.6, 857.6, 822.6 g mol⁻¹
Strongest force on any atom per entry: 3.4, 5.5, 0.6 eV/A
Total energy per entry: -63808.4099, -113884.5440, -126417.6784 eV